1.
{"formula": "C19H21Cl3CoN3O4P", "method": "ωB97M-V/def2-TZVPD", "multiplicity": 5, "charge": 1, "gap_ev": [6.951, 5.299], "e_above_lowest_ev": 0.731, "elements": ["Co", "Cl", "Cl", "Cl", "P", "O", "O", "O", "O", "N", "N", "N", "C", "C", "C", "C", "C", "C", "C", "C", "C", "C", "C", "C", "C", "C", "C", "C", "C", "C", "C", "H", "H", "H", "H", "H", "H", "H", "H", "H", "H", "H", "H", "H", "H", "H", "H", "H", "H", "H", "H", "H"], "coordinates": [[-0.81711, -0.34932, -0.22222], [-5.13144, 1.41519, -2.29938], [5.14711, 1.07327, 2.50637], [0.56235, -0.66165, 4.70269], [-1.19111, 3.08062, -0.17461], [-0.57935, 1.71461, -0.16899], [-1.97204, -0.21322, -2.04521], [-3.01351, -0.52560, -0.13252], [-0.33324, -0.48955, 1.79191], [-0.56293, -2.59860, 0.03687], [-0.65999, -2.86375, -2.24804], [1.22451, -0.48968, -0.34087], [0.92048, -0.36293, 2.02458], [0.17272, 4.25101, -0.40111], [2.76270, 0.20252, 3.46649], [1.47409, -0.29791, 3.35829], [-3.08589, -0.32059, -1.38529], [3.55708, 0.49328, 2.34982], [-4.48894, -0.25957, -2.06629], [3.13245, 0.17256, 1.07108], [3.96617, 0.13184, -0.08689], [0.74206, -4.16425, 1.34126], [3.36623, -0.08176, -1.35087], [-0.08368, -3.15971, -1.06328], [0.97294, -4.09771, -1.01902], [-2.36463, 3.28127, -1.52984], [-0.18353, -3.12392, 1.23066], [1.40073, -4.57507, 0.17342], [2.02958, -0.44190, -1.44939], [-1.95946, 3.52488, 1.39826], [1.80215, -0.23874, 0.86384], [-0.13996, 5.25368, -0.84347], [3.95287, 0.02759, -2.26714], [-2.43747, 4.29713, -1.98907], [3.24745, 0.20091, 4.48359], [1.50885, -0.66259, -2.38407], [-2.66108, 2.78493, 1.70450], [-0.59379, -2.66637, 2.12571], [-1.12911, 3.59271, 2.16439], [-0.43796, -3.48293, -2.98273], [-2.43957, 4.46650, 1.48499], [-2.39864, 2.45394, -2.22478], [0.98571, -4.65755, 2.30145], [-1.38208, -2.18389, -2.29774], [0.97889, 3.76289, -1.02000], [2.24018, -5.26312, 0.28376], [0.49059, 4.48339, 0.63454], [-4.37178, -0.61178, -3.09975], [-5.21981, -0.78442, -1.46125], [-3.34855, 3.16387, -1.03543], [5.02710, 0.27034, 0.06889], [1.32167, -4.47089, -1.97813]], "atomic_forces_ev_per_a": [[-1.55, -0.29, -0.02], [0.29, -0.33, 0.30], [0.14, 0.14, 0.52], [-0.54, -0.24, 0.48], [0.25, 1.15, -1.07], [0.03, -1.03, 0.47], [-1.58, -0.16, 0.26], [-0.15, 0.58, -1.27], [2.22, 0.50, 1.08], [-0.07, 0.13, 0.83], [0.87, 0.10, 0.60], [2.47, 0.38, -0.49], [-2.83, 0.05, -0.62], [-0.02, 1.05, -0.14], [1.24, -0.44, 1.39], [0.91, 0.75, -1.47], [0.98, 0.00, 1.06], [0.09, -0.42, 1.64], [1.18, 0.36, -0.53], [-0.40, -1.09, -3.19], [-1.40, 0.23, -0.44], [-0.26, 0.47, 0.51], [1.21, -0.05, 0.75], [0.00, -1.01, 0.18], [-0.38, 0.08, -1.12], [-1.62, 0.76, 0.95], [0.67, -0.78, -0.16], [0.21, -0.33, 0.96], [-1.52, 0.42, 1.68], [1.89, -0.23, 0.78], [-0.24, 0.30, -0.06], [0.32, -1.41, 0.37], [-0.10, -0.29, 0.41], [0.53, -0.90, 0.22], [-0.66, 0.44, -1.20], [0.35, 0.15, 0.19], [-0.49, -0.80, 0.20], [-0.20, -0.20, -0.28], [-0.78, -0.42, -0.78], [-0.10, -0.19, -0.97], [-0.50, 1.04, -0.56], [0.68, 0.00, -0.39], [-0.25, 0.68, -0.61], [-0.59, 0.48, -0.29], [-0.83, 0.63, 0.75], [-0.33, 0.01, -0.35], [0.42, -0.19, -0.63], [-0.25, -0.29, 0.53], [0.12, -0.15, -0.14], [0.22, 0.10, -0.10], [-0.01, 0.24, -0.47], [0.32, 0.05, 0.22]], "nbo_charge": [1.5562, -0.0553, 0.1129, 0.1597, 1.9634, -1.1907, -0.8132, -0.7252, -0.5785, -0.5863, -0.7970, -0.4980, 0.4077, -1.0135, -0.2350, -0.0750, 0.7505, 0.0153, -0.4578, -0.0742, -0.0963, -0.3156, -0.2420, 0.4091, -0.3108, -1.0462, 0.0593, -0.1326, 0.0901, -1.0123, 0.1328, 0.2605, 0.2508, 0.2668, 0.2664, 0.2390, 0.2671, 0.2220, 0.2510, 0.3990, 0.2631, 0.2882, 0.2363, 0.4282, 0.2644, 0.2310, 0.2447, 0.2389, 0.2482, 0.2651, 0.2471, 0.2205]}

=====

2.
{"formula": "C34H42F6LiN5O4P2Te", "method": "ωB97M-V/def2-TZVPD", "multiplicity": 2, "charge": -1, "gap_ev": [6.720, 4.352], "e_above_lowest_ev": 0.000, "elements": ["Te", "P", "P", "F", "F", "F", "F", "F", "F", "O", "O", "O", "O", "N", "N", "N", "N", "N", "C", "C", "C", "C", "C", "C", "C", "C", "C", "C", "C", "C", "C", "C", "C", "C", "C", "C", "C", "C", "C", "C", "C", "C", "C", "C", "C", "C", "C", "C", "C", "C", "C", "C", "Li", "H", "H", "H", "H", "H", "H", "H", "H", "H", "H", "H", "H", "H", "H", "H", "H", "H", "H", "H", "H", "H", "H", "H", "H", "H", "H", "H", "H", "H", "H", "H", "H", "H", "H", "H", "H", "H", "H", "H", "H", "H", "H"], "coordinates": [[-2.15891, -3.53093, 0.46374], [1.72500, 1.08778, -0.96757], [-0.83256, -2.32456, -3.05610], [0.23116, -2.28851, -1.81090], [-1.89614, -2.32619, -4.24070], [0.29758, -2.98662, -3.98991], [-0.34284, -0.84390, -3.45906], [-1.33284, -3.77469, -2.57037], [-1.95417, -1.63329, -2.03114], [-2.20814, -0.99618, 1.50673], [-2.16777, 1.18515, -2.74613], [-4.43735, 1.96308, 3.32318], [0.25832, 0.95771, -1.10063], [2.27338, 0.10283, 0.24275], [-2.70321, 1.25092, 0.00377], [2.03430, 2.67943, -0.64948], [-3.31922, 1.00932, 1.18085], [2.71957, 0.74654, -2.24875], [-0.53791, -6.09542, 3.38342], [3.17780, 0.87791, -4.56373], [-0.80044, -4.99448, 2.58425], [-4.05625, -0.39548, 2.93043], [-4.63191, 0.66774, 3.65395], [3.65771, -0.25848, 0.52270], [-3.12274, -0.16804, 1.77886], [-4.38852, -1.69125, 3.30240], [-2.68798, 2.53627, -0.25156], [-0.13244, -3.20911, 1.01365], [-2.18125, 4.57469, -1.44680], [0.23206, -4.40015, 1.85369], [2.54495, 1.64665, -3.41297], [-2.15865, -4.36711, 2.43721], [-1.75840, 5.27898, -2.54126], [-2.02361, 2.42129, -2.66977], [3.37222, 3.22872, -0.44344], [1.03793, 3.73981, -0.86721], [-1.44095, 4.56094, -3.72087], [1.51216, -4.92594, 1.92072], [-5.43044, 0.39585, 4.76323], [-2.29093, 3.16670, -1.45572], [3.12851, 4.73414, -0.31488], [3.48919, -1.26264, 1.65571], [2.94070, -0.63918, -2.73458], [1.77207, -6.03297, 2.72164], [0.74988, -6.61619, 3.45265], [-1.56829, 3.20651, -3.79309], [-5.21662, -1.96569, 4.37812], [-5.71970, -0.90758, 5.12328], [1.51485, 0.14561, 1.50457], [2.79084, -0.56179, -4.25215], [1.89874, 4.95456, -1.19228], [2.38752, -0.62969, 2.50869], [-1.40532, 0.08138, -1.40547], [0.34740, 3.47105, -1.66596], [2.18086, 4.93319, -2.24805], [0.44544, 3.91182, 0.03717], [-3.99717, -2.49758, 2.70431], [1.48251, 1.83133, -3.61040], [4.02463, 3.00560, -1.29664], [3.99695, 5.32088, -0.61383], [4.13819, -0.68445, -0.35324], [2.81437, 1.22141, -5.53142], [-1.33612, 2.66297, -4.69998], [4.25877, 0.59892, 0.85755], [0.49533, -3.06473, 0.14443], [-2.26965, -3.52592, 3.12445], [-0.16979, -2.29008, 1.60434], [-1.67311, 6.35665, -2.51193], [-1.34158, -6.55667, 3.94506], [3.14475, -2.20900, 1.23509], [2.30636, -4.47957, 1.33523], [-3.01111, 3.20597, 0.55090], [-2.42420, 5.09886, -0.52759], [0.94873, -7.48401, 4.06884], [-5.46114, -2.98807, 4.63290], [2.82772, 0.05881, 3.23293], [-5.83076, 1.23507, 5.31618], [2.77152, -6.44763, 2.75934], [3.03111, 2.60588, -3.22776], [0.53119, -0.29885, 1.35612], [4.41133, -1.44317, 2.20807], [3.96044, -0.94432, -2.47659], [-2.97818, -5.06704, 2.59163], [1.75672, -0.74378, -4.53108], [3.41710, -1.29701, -4.75763], [-6.35167, -1.09691, 5.98269], [2.88921, 4.98423, 0.72101], [-3.99423, 1.95232, 2.43251], [2.24160, -1.33782, -2.28072], [1.81308, -1.36821, 3.06568], [4.26443, 1.00116, -4.53938], [1.38352, 5.89399, -0.99648], [1.35899, 1.18021, 1.83237], [-1.09252, 5.10632, -4.59198], [3.84801, 2.81371, 0.44819]], "atomic_forces_ev_per_a": [[-0.31, -1.09, -0.42], [0.20, -0.15, 0.15], [0.08, -0.32, 0.19], [-0.06, 0.02, -0.06], [-0.10, 0.05, -0.07], [0.01, 0.02, -0.10], [0.05, 0.09, -0.09], [0.07, 0.09, -0.10], [0.19, -0.10, -0.16], [-1.14, 1.73, 0.63], [0.00, 0.38, -0.21], [-0.03, -0.06, 0.14], [-0.22, -0.12, -0.04], [0.11, 0.26, -0.20], [-0.32, -0.76, 1.09], [0.02, 0.05, 0.08], [0.47, 1.26, -1.46], [-0.23, -0.04, -0.07], [0.05, 0.02, -0.01], [0.00, 0.06, 0.00], [-0.11, 0.02, 0.07], [-0.10, 0.16, -0.03], [0.04, 0.15, -0.11], [0.01, -0.03, 0.03], [1.31, -2.00, 0.30], [0.03, -0.16, -0.01], [-0.01, 0.86, -0.51], [-0.04, 0.12, 0.13], [0.08, 0.47, -0.16], [0.04, 0.11, -0.06], [0.05, 0.07, 0.05], [-0.04, 0.06, 0.01], [-0.16, -0.16, 0.38], [0.04, -0.29, -0.02], [0.02, 0.01, -0.01], [0.02, -0.04, -0.08], [0.05, -0.22, -0.25], [0.00, -0.01, 0.08], [-0.01, 0.04, -0.01], [-0.20, -0.44, 0.65], [0.03, -0.02, -0.02], [0.00, -0.02, -0.03], [0.11, -0.03, 0.11], [0.03, -0.03, -0.01], [0.01, -0.02, 0.01], [0.03, 0.19, -0.17], [0.03, 0.06, -0.02], [0.01, 0.00, 0.00], [-0.15, -0.05, 0.04], [0.01, -0.05, 0.03], [-0.04, -0.01, 0.00], [0.00, 0.03, 0.02], [-0.15, 0.16, 0.10], [0.08, 0.03, 0.06], [0.00, 0.01, -0.02], [-0.02, -0.01, 0.01], [0.11, -0.07, -0.08], [0.00, -0.02, -0.02], [0.02, 0.00, 0.00], [0.00, 0.01, 0.00], [0.01, 0.00, -0.07], [0.00, 0.01, -0.02], [0.01, -0.02, -0.01], [0.00, 0.00, 0.01], [0.05, -0.04, -0.02], [0.02, -0.04, 0.13], [0.12, -0.04, 0.03], [0.01, 0.01, 0.00], [-0.02, 0.00, 0.01], [0.00, -0.01, 0.01], [0.02, 0.01, -0.02], [-0.02, -0.04, -0.03], [0.00, -0.01, 0.00], [0.01, -0.02, 0.00], [0.01, -0.01, 0.00], [0.00, 0.00, 0.00], [-0.01, 0.02, 0.01], [0.01, -0.01, 0.01], [0.00, 0.03, -0.01], [0.01, 0.02, 0.01], [0.01, 0.00, 0.01], [-0.01, -0.02, 0.02], [0.03, -0.02, 0.01], [-0.08, -0.02, 0.00], [-0.02, 0.00, 0.00], [-0.01, 0.01, 0.00], [0.01, 0.00, 0.02], [-0.08, -0.07, 0.10], [-0.04, -0.02, -0.01], [-0.03, -0.02, -0.01], [0.00, 0.00, 0.00], [-0.01, 0.01, 0.00], [0.00, -0.01, 0.02], [0.00, -0.01, 0.01], [-0.01, 0.00, 0.01]], "nbo_charge": [0.6399, 2.4767, 2.6060, -0.6053, -0.5743, -0.5885, -0.5862, -0.5804, -0.6164, -0.6277, -0.6739, -0.7058, -1.1705, -0.8065, -0.2715, -0.8313, -0.3845, -0.8194, -0.2432, -0.4064, 0.0698, -0.2320, 0.3535, -0.2035, 0.5894, -0.0975, 0.0978, -0.6699, -0.1798, -0.0559, -0.2153, -0.7219, -0.2968, 0.4376, -0.2047, -0.2038, -0.1880, -0.2023, -0.2896, -0.1481, -0.4117, -0.3934, -0.2201, -0.2255, -0.2241, -0.2914, -0.2901, -0.1852, -0.2201, -0.4189, -0.4018, -0.4183, 0.8760, 0.2342, 0.1965, 0.1805, 0.2095, 0.2027, 0.1808, 0.2076, 0.2107, 0.2140, 0.2201, 0.1608, 0.2608, 0.2235, 0.2306, 0.2058, 0.2024, 0.2067, 0.2046, 0.1621, 0.2029, 0.2020, 0.2057, 0.1959, 0.2142, 0.2026, 0.1893, 0.2338, 0.2047, 0.1679, 0.2229, 0.2427, 0.2084, 0.2019, 0.1976, 0.4970, 0.2484, 0.2243, 0.1890, 0.2139, 0.1833, 0.2024, 0.1903]}